(1)
47
Properties=species:S:1:pos:R:3:forces:R:3:lowdin_charge:R:1 method="wB97M-V/def2-TZVPD" mol_weight_da=397.50 energy_ha=-1942.3026 charge=-1
C -5.6499 -1.1836 2.2692 1.09 0.67 -0.40 -0.114
C -4.2127 -1.0312 1.5419 1.38 0.57 -1.66 -0.211
C -4.2369 -0.3412 0.1325 3.73 -1.17 1.43 -0.055
C -2.9086 -0.1424 -0.6360 0.29 -1.93 3.94 -0.063
C -1.5882 -0.6177 0.0516 -2.90 -0.23 0.82 -0.019
C -1.5619 -1.2977 1.4745 -2.41 1.20 -1.62 -0.187
C -0.1151 -1.7206 2.0952 -1.54 -0.90 -0.66 -0.199
S 0.8886 -0.1418 2.1405 0.30 4.51 -0.98 0.626
O 1.5688 -0.0430 0.7731 -1.46 -0.84 2.81 -0.445
O -0.1329 0.9717 2.3549 2.26 -3.11 -0.61 -0.401
N 2.0389 -0.1045 3.4047 -0.39 0.97 -1.74 -0.373
S 2.7013 1.4590 3.6117 -0.60 2.31 4.46 0.618
O 1.7057 2.4598 4.1859 1.81 -2.43 -2.29 -0.410
O 3.8758 1.4488 4.5918 -2.23 -1.34 -3.21 -0.427
C 3.3360 2.2130 2.0301 0.42 0.59 -1.76 -0.263
C 2.3023 3.2431 1.3668 0.16 0.21 0.38 -0.137
C 2.7551 3.8338 -0.0453 -2.14 2.71 -1.33 -0.395
N 3.8702 3.3517 -0.8727 -0.89 0.00 1.50 0.084
O 2.0694 4.7960 -0.5177 2.35 -3.66 1.60 -0.015
C -2.9007 -1.5124 2.2173 0.42 1.61 -3.43 0.002
H -6.4435 -0.6692 1.6052 1.27 -0.89 1.16 0.069
H -5.9282 -2.2795 2.4164 0.38 1.50 -0.09 0.069
H -5.5843 -0.6255 3.2790 -0.30 -1.05 -1.55 0.081
H -5.1999 0.0315 -0.3484 1.36 -0.70 0.98 0.080
H -2.8637 0.3349 -1.6793 -0.10 -0.82 1.89 0.087
H -0.6307 -0.4227 -0.5588 -1.50 -0.49 1.47 0.087
H -0.2180 -2.2290 3.1105 0.12 1.03 -1.25 0.101
H 0.3180 -2.4910 1.3586 -0.18 1.47 1.18 0.106
H 3.5975 1.4270 1.2346 -0.53 0.79 1.51 0.089
H 4.3030 2.7841 2.2729 -1.46 -0.99 0.13 0.107
H 1.2706 2.7581 1.2174 1.59 0.61 0.11 0.119
H 2.1251 4.1439 2.0682 0.33 -1.51 -1.17 0.133
H 3.5334 2.7519 -1.6351 0.29 0.46 0.50 0.087
H 4.6203 2.9160 -0.3219 -0.77 -0.18 -0.41 0.067
H -2.9006 -2.0236 3.2468 -0.12 0.98 -1.79 0.105
C 0.1521 -3.1741 -4.2504 0.04 0.09 0.02 -0.103
C -0.1795 -2.2618 -5.2473 0.03 0.02 0.06 -0.108
C 0.1804 -0.9242 -5.1150 0.04 -0.06 0.08 -0.104
C 0.8808 -0.5005 -3.9892 -0.04 -0.11 -0.04 -0.093
C 1.2155 -1.4136 -2.9939 0.04 0.01 0.03 -0.091
C 0.8480 -2.7494 -3.1222 -0.04 0.05 -0.13 -0.092
H -0.1314 -4.2165 -4.3523 0.01 0.08 0.01 0.096
H -0.7198 -2.5936 -6.1282 0.03 0.03 0.08 0.095
H -0.0842 -0.2117 -5.8894 0.02 -0.05 0.05 0.096
H 1.1654 0.5415 -3.8879 -0.04 -0.08 0.01 0.100
H 1.7634 -1.0842 -2.1163 -0.10 -0.01 -0.02 0.099
H 1.1049 -3.4599 -2.3439 -0.02 0.07 -0.04 0.101

---

(2)
43
Properties=species:S:1:pos:R:3:forces:R:3:lowdin_charge:R:1 method="wB97M-V/def2-TZVPD" mol_weight_da=299.37 de_lowest_kj_mol=130.76
C 1.2502 -1.4648 -3.6868 0.15 0.00 -0.16 -0.011
N 0.0547 -1.0200 -2.9862 0.24 0.19 -0.09 -0.054
C -1.0986 -0.7606 -3.6698 -0.27 0.06 0.27 -0.032
C -2.2133 -0.3249 -3.0426 -0.08 -0.48 -1.11 0.022
C -2.2437 -0.2678 -1.6196 -1.12 -0.16 1.95 -0.391
O -3.2475 -0.1527 -0.8983 1.14 -0.01 -1.65 0.045
N -0.9794 -0.3665 -0.9918 0.61 -0.82 -2.85 0.111
C -0.9297 0.1228 0.3107 -0.12 1.29 3.03 -0.285
C -0.6501 1.6180 0.2601 0.17 0.05 -0.13 -0.151
C 0.6591 2.1009 0.3163 0.00 0.51 0.26 -0.039
C 0.8635 3.4685 0.5324 -0.29 -0.17 -0.26 -0.072
C -0.2290 4.3436 0.5159 -0.05 0.09 -0.10 -0.095
C -1.5140 3.8641 0.2362 0.19 -0.02 -0.05 -0.081
C -1.7265 2.4928 0.1190 0.17 0.02 0.32 -0.023
N 0.0056 -0.5811 1.1265 1.25 -0.78 0.19 -0.124
C -0.1520 -2.0377 1.1217 -0.21 0.61 0.27 -0.170
C 1.1517 -2.6952 1.5349 0.16 -0.10 -0.19 -0.182
C 1.6695 -2.1505 2.8671 -0.07 0.01 0.10 -0.201
C 1.6004 -0.6225 2.9468 0.11 0.10 -0.06 -0.177
C 0.2470 -0.0936 2.4792 -0.13 -0.14 -0.19 -0.175
C 0.2288 -0.5489 -1.6927 0.90 0.28 0.91 -0.377
O 1.3578 -0.3663 -1.2320 -1.81 -0.50 -0.90 0.089
H 0.9534 -1.6613 -4.7155 0.18 -0.07 0.02 0.086
H 2.0364 -0.7079 -3.6602 -0.15 -0.02 0.01 0.097
H 1.6458 -2.3790 -3.2372 -0.11 0.12 -0.02 0.101
H -1.0189 -0.9431 -4.7401 -0.28 0.10 0.24 0.132
H -3.1365 -0.1541 -3.5789 0.13 0.00 0.03 0.118
H -1.9075 -0.0264 0.7796 -0.35 0.23 -0.54 0.160
H 1.4949 1.4082 0.1984 -0.31 0.20 0.44 0.109
H 1.8741 3.8384 0.7138 -0.29 -0.02 -0.17 0.103
H -0.0773 5.4143 0.6842 -0.03 -0.39 -0.07 0.100
H -2.3589 4.5428 0.1201 0.27 -0.07 0.12 0.102
H -2.7154 2.0676 -0.0618 0.19 0.27 0.22 0.111
H -0.4649 -2.3712 0.1294 0.10 -0.03 0.13 0.119
H -0.9597 -2.3126 1.8287 0.02 -0.13 -0.08 0.128
H 1.8918 -2.5273 0.7428 -0.10 0.09 0.10 0.111
H 0.9943 -3.7764 1.5985 0.07 0.02 0.06 0.109
H 1.0742 -2.5803 3.6827 0.02 0.06 -0.05 0.110
H 2.7010 -2.4773 3.0195 -0.05 -0.05 0.07 0.105
H 1.7920 -0.2805 3.9710 -0.02 -0.11 -0.09 0.110
H 2.3809 -0.1811 2.3097 -0.19 -0.08 0.07 0.115
H 0.2455 1.0004 2.5058 -0.05 -0.26 -0.05 0.116
H -0.5496 -0.4508 3.1622 0.03 0.09 0.01 0.127

---

(3)
44
Properties=species:S:1:pos:R:3:forces:R:3:lowdin_charge:R:1 method="wB97M-V/def2-TZVPD" mol_weight_da=489.60 energy_ha=-1065.1067 charge=+2 multiplicity=5
C 1.5546 0.2233 3.0662 1.35 -0.55 0.72 -0.137
C 1.6784 -1.2877 3.2203 0.58 -0.48 0.30 -0.173
H 2.5131 0.6313 2.7337 -0.25 0.11 -0.24 0.090
H 1.3879 0.6396 4.0724 -0.52 0.29 -0.63 0.115
H 0.7300 0.5793 2.3931 -0.21 0.31 0.25 -0.003
H 1.8836 -1.7880 2.2669 0.21 0.07 0.50 0.046
H 2.5079 -1.5627 3.8837 -0.08 0.43 -0.11 0.105
H 0.7939 -1.7365 3.6846 0.19 0.05 -0.11 0.087
C 0.9574 2.4811 -0.8620 -0.10 -0.74 -0.79 -0.067
C 1.1048 3.3353 -1.9459 0.16 0.44 0.62 0.007
C 1.1723 2.8263 -3.2403 -0.07 -0.02 0.33 0.027
C 1.0247 1.4600 -3.4216 0.05 -1.02 0.00 0.048
H 0.9107 2.7690 0.1857 0.06 0.38 -0.31 0.127
H 1.1725 4.4026 -1.7491 0.05 -0.19 -0.14 0.135
H 1.3106 3.5014 -4.0848 -0.07 -0.25 0.19 0.143
H 1.0128 1.0117 -4.4157 0.10 0.37 0.25 0.131
N 0.8170 1.1523 -1.0726 0.37 -0.18 -0.10 -0.096
C 0.8382 0.6140 -2.3204 -0.02 2.00 -0.14 -0.208
C 0.4024 -0.7672 -2.3967 -1.22 -1.39 -0.26 -0.171
N 0.0386 -1.3144 -1.1885 0.51 -1.17 -1.86 -0.064
C -0.5525 -2.5401 -1.2139 0.00 0.12 0.38 -0.079
C -0.5143 -2.6902 -3.5929 0.07 0.02 -0.11 0.029
C -0.8527 -3.2409 -2.3638 -0.01 -0.19 0.44 0.012
H -0.8066 -2.9355 -0.2327 0.11 -0.17 -0.94 0.083
H -1.3406 -4.2151 -2.2360 0.23 0.48 -0.30 0.144
C 0.1090 -1.4488 -3.6014 0.59 0.99 1.04 0.058
H 0.3774 -0.9135 -4.5020 -0.12 -0.41 -0.18 0.123
H -0.7414 -3.2214 -4.5194 0.10 0.27 0.24 0.145
Os 0.1979 -0.1408 0.5058 -0.50 1.79 -0.97 1.722
C -0.3915 -1.7523 1.4009 -0.31 -2.04 1.37 -0.280
H 0.5296 -2.3711 1.2462 -0.91 -0.01 0.30 0.067
H -1.2968 -2.3704 1.3355 0.17 0.58 -0.14 0.086
H -0.4028 -1.2958 2.4015 -0.21 -0.20 0.00 0.021
O -1.9969 0.5029 2.6480 -0.29 0.19 -1.67 0.081
C -2.4502 0.6849 1.5258 -0.77 0.14 0.97 -0.447
C -3.8755 1.0184 1.0940 -0.19 -0.19 1.01 -0.060
C -3.8353 1.2071 -0.3965 -0.01 0.20 -0.74 -0.066
C -2.4190 0.8726 -0.8079 0.05 0.41 -1.37 -0.418
O -1.9423 0.9022 -1.9336 -0.46 -0.29 1.54 0.096
N -1.6929 0.5783 0.3577 0.91 0.00 0.37 -0.043
H -4.5031 0.1616 1.3760 0.09 0.28 0.12 0.147
H -4.2509 1.9054 1.6121 0.11 -0.27 0.16 0.145
H -4.5537 0.5780 -0.9338 0.24 0.12 -0.01 0.146
H -4.0267 2.2446 -0.7033 0.02 -0.25 0.02 0.149

---

(4)
44
Properties=species:S:1:pos:R:3:forces:R:3:lowdin_charge:R:1 method="wB97M-V/def2-TZVPD" mol_weight_da=331.44 de_lowest_kj_mol=1706.51
C 0.6147 3.2220 -0.0967 0.77 -2.50 -5.03 -0.037
H 1.2652 2.3665 0.2205 -0.87 0.91 0.24 0.001
H 0.5555 4.0391 0.5818 -0.98 0.20 0.72 0.044
H 1.2272 3.6485 -0.9839 -0.74 -0.50 1.27 0.079
C -0.7501 2.6143 -0.9243 -1.46 13.48 14.03 -0.017
N -1.8052 2.3786 0.3097 -0.02 3.81 -3.03 -0.177
C -3.2029 2.3410 -0.0902 8.67 1.72 -14.68 -0.363
C -4.1758 2.4158 0.7318 -3.19 1.82 8.87 -0.191
H -3.9452 3.1036 1.5629 0.01 0.43 -0.29 0.136
H -5.0871 2.6320 0.4475 -4.40 1.32 -2.22 0.056
H -4.2942 1.5854 1.2678 -0.54 -4.10 2.27 0.058
H -3.3445 3.5107 -0.8934 0.70 -3.15 2.04 0.190
H -3.2664 1.4676 -1.0848 -0.43 2.28 2.90 0.183
C -1.3848 1.3611 1.0556 -1.75 -5.71 2.04 -0.178
C -1.4458 -0.0150 0.0541 1.01 0.10 5.18 -0.271
O -2.5224 -0.5531 -0.1101 1.18 0.20 -1.33 0.084
N -0.1823 -0.6784 -0.0935 -2.98 4.80 2.12 -0.091
N 0.9247 -0.0542 0.3150 3.94 -0.13 -1.28 0.179
C 2.0339 -0.5599 -0.3487 -10.07 -0.13 1.82 -0.295
C 3.2684 -0.2930 0.0479 5.70 -0.42 -1.66 -0.507
C 4.3633 -0.9832 -0.6541 -0.60 1.80 4.39 -0.021
C 5.4933 -0.2826 0.0037 5.14 -4.81 -5.51 -0.285
C 5.4021 0.8209 0.7014 -3.38 -0.38 0.60 -0.402
S 3.6801 1.0717 1.0884 0.85 -0.91 -1.22 1.035
H 6.1415 1.5147 0.8514 1.49 1.37 0.96 0.040
H 6.6689 -0.7119 -0.4456 -3.48 1.63 1.66 0.177
H 4.3717 -2.0311 -1.1982 -0.15 2.73 1.18 0.150
C 1.4968 -1.6564 -1.1830 -1.37 -4.57 8.69 -0.014
H 1.6889 -1.7124 -2.0760 2.74 -0.16 -9.53 0.014
H 1.8956 -2.8045 -0.7200 -1.04 3.34 -1.16 0.216
C -0.0529 -1.6293 -1.0218 0.53 -5.34 -0.13 -0.197
C -0.6721 -2.9396 -0.3825 6.44 4.14 3.35 -0.210
C -1.7318 -3.6121 -0.4680 -6.00 -4.33 -1.98 -0.069
C -1.8367 -4.7504 0.5187 4.49 4.45 1.12 0.010
C -0.7567 -4.4666 1.3242 -3.00 6.37 -8.25 0.048
O 0.0373 -3.1662 0.8856 -3.48 -4.82 -1.74 -0.028
H -0.3317 -4.8784 2.0321 3.89 -3.83 7.11 0.014
H -2.5637 -5.3564 0.9438 -1.52 -1.24 -0.34 0.080
H -2.4841 -3.4650 -1.2650 0.62 -0.08 0.50 0.131
H -0.7287 -1.4692 -1.8112 -0.16 0.55 -1.96 0.143
H -2.0550 1.0868 1.9825 0.05 0.31 -2.07 0.158
H -0.5551 1.4827 1.6900 2.15 0.32 -0.48 0.081
H -0.7185 1.9169 -1.4511 1.18 -11.16 -8.26 -0.036
H -1.2352 3.4890 -1.3145 0.07 0.16 -0.92 0.082

---

(5)
45
Properties=species:S:1:pos:R:3:forces:R:3:lowdin_charge:R:1 method="wB97M-V/def2-TZVPD" mol_weight_da=347.44 de_lowest_kj_mol=177.72
C -1.3610 1.4611 3.4235 -0.15 -0.10 -0.28 -0.067
C -2.1208 0.9068 2.2244 0.26 -0.38 0.44 -0.270
N -2.5217 1.9472 1.3006 0.14 -0.42 -1.16 -0.259
C -3.6431 2.7837 1.7025 -0.29 0.53 -0.08 -0.251
C -3.1947 4.1820 2.1165 -0.15 -0.28 -0.07 -0.069
S -2.6354 1.3490 -0.2725 0.06 0.03 0.38 0.690
O -3.1253 2.4088 -1.1058 0.06 0.19 0.04 -0.283
O -3.3485 0.1035 -0.2919 0.21 -0.16 0.04 -0.272
C -0.9103 1.0221 -0.6594 -0.46 -0.03 0.13 -0.212
C -0.5619 -0.2745 -0.9735 0.04 -0.28 -0.05 0.015
C 0.7567 -0.5933 -1.2877 -0.20 0.36 -0.01 -0.116
C 1.0714 -2.0128 -1.6336 0.16 0.06 0.08 -0.412
O 0.2534 -2.7477 -2.1408 -0.18 -0.11 -0.04 0.093
N 2.3461 -2.3883 -1.3107 0.10 0.35 0.12 0.149
C 2.9748 -3.6116 -1.5131 0.15 -0.46 -0.14 -0.289
C 2.3779 -4.7016 -2.1453 -0.11 0.01 -0.04 0.004
C 3.1301 -5.8532 -2.2832 0.20 0.14 0.13 -0.063
C 4.4299 -5.8850 -1.7963 -0.06 -0.05 -0.04 -0.076
C 4.9229 -4.7447 -1.1850 0.08 -0.23 -0.06 -0.150
N 4.2195 -3.6351 -1.0446 -0.18 0.40 0.08 0.108
C 1.7012 0.4299 -1.3155 -0.17 -0.19 0.02 -0.010
C 1.3329 1.7291 -1.0181 -0.14 0.05 0.06 -0.016
C 0.0228 2.0536 -0.6751 0.18 0.10 -0.03 -0.231
C -0.3696 3.4509 -0.3418 0.13 0.28 -0.04 -0.038
H -0.9914 0.6392 4.0310 0.02 -0.05 0.11 0.076
H -0.5158 2.0577 3.0900 0.11 0.08 0.00 0.075
H -2.0083 2.0801 4.0383 -0.03 0.09 0.12 0.067
H -1.4744 0.2286 1.6625 -0.01 -0.10 0.25 0.106
H -2.9929 0.3307 2.5637 0.08 0.00 -0.11 0.125
H -4.1917 2.3004 2.5184 0.05 -0.07 -0.10 0.124
H -4.3126 2.8673 0.8435 -0.14 0.06 0.22 0.109
H -2.7439 4.6920 1.2705 0.06 0.09 -0.07 0.069
H -4.0574 4.7547 2.4474 -0.06 0.13 0.06 0.075
H -2.4720 4.1384 2.9266 0.08 0.03 0.09 0.063
H -1.3225 -1.0403 -0.9738 -0.02 -0.14 -0.02 0.126
H 2.9421 -1.7285 -0.8283 -0.15 -0.10 -0.04 0.133
H 1.3663 -4.6336 -2.5063 -0.03 0.01 0.00 0.098
H 2.7046 -6.7201 -2.7669 -0.04 -0.05 -0.04 0.108
H 5.0411 -6.7684 -1.8893 0.07 -0.06 0.01 0.097
H 5.9285 -4.7067 -0.7870 0.08 -0.09 0.00 0.104
H 2.7228 0.2288 -1.6050 0.09 -0.02 -0.02 0.116
H 2.0751 2.5130 -1.0579 0.03 0.09 0.00 0.116
H -1.2838 3.7077 -0.8718 0.05 0.18 0.02 0.074
H -0.5814 3.5284 0.7234 0.01 0.09 0.04 0.074
H 0.4206 4.1507 -0.6022 0.04 0.03 -0.01 0.086

---

(6)
46
Properties=species:S:1:pos:R:3:forces:R:3:lowdin_charge:R:1 method="wB97M-V/def2-TZVPD" mol_weight_da=379.51 de_lowest_kj_mol=119.18
O -0.9723 -1.6860 3.7962 0.31 -0.08 -0.14 -0.280
S -0.8121 -0.3669 3.2601 0.00 0.08 0.17 0.667
O -1.9408 0.5152 3.2088 0.19 0.19 -0.21 -0.281
C -0.1844 -0.5327 1.5853 -0.34 0.06 0.62 -0.272
C -0.4232 0.4708 0.6666 -0.10 -0.03 0.01 -0.059
C 0.0579 0.3569 -0.6248 0.12 -0.05 0.00 -0.012
C 0.7733 -0.7826 -1.0053 -0.30 0.09 0.48 -0.227
N 1.2852 -0.9513 -2.2845 0.14 -0.18 0.02 0.043
C 0.8208 -0.5105 -3.4935 0.08 0.05 -0.18 -0.850
S 1.7937 -0.7043 -4.8145 0.42 -0.11 -0.43 0.655
N -0.4015 0.0505 -3.5465 -0.04 -0.20 0.48 0.005
C -1.0459 0.3754 -4.7973 0.05 0.02 -0.32 -0.137
C -2.4511 -0.1295 -4.8207 -0.33 0.56 -0.49 -0.258
C -3.5254 0.2241 -5.5814 0.62 -0.06 0.34 -0.026
C -4.5923 -0.6146 -5.1721 0.09 -0.43 0.40 -0.062
C -4.0893 -1.4100 -4.1934 -0.81 0.09 -0.40 -0.117
O -2.7920 -1.1255 -3.9719 0.46 -0.02 0.15 0.036
C 1.0258 -1.7786 -0.0553 -0.05 0.13 -0.06 0.003
C 0.5429 -1.6549 1.2316 0.02 -0.05 -0.01 -0.062
N 0.3490 0.3859 4.1658 -0.88 -0.50 -0.39 -0.240
C 1.5074 -0.3723 4.5688 0.45 -0.59 -0.06 -0.191
C 2.6998 -0.1528 3.6351 0.00 0.18 0.25 -0.171
C 2.9886 1.3420 3.5117 -0.06 -0.11 -0.30 -0.196
C 1.7409 2.0669 3.0108 0.07 0.01 0.29 -0.171
C 0.5719 1.7956 3.9605 -0.07 0.62 -0.40 -0.191
H -0.9949 1.3322 0.9735 -0.07 0.14 -0.04 0.120
H -0.0870 1.1667 -1.3224 -0.02 0.04 -0.04 0.117
H 2.1036 -1.5406 -2.3679 -0.13 0.19 -0.11 0.119
H -1.0204 -0.0964 -2.7605 0.09 0.01 -0.02 0.126
H -1.0460 1.4614 -4.9535 -0.03 -0.18 -0.06 0.137
H -0.4513 -0.0759 -5.6043 -0.16 0.13 0.22 0.069
H -3.5535 0.9812 -6.3372 0.06 0.21 -0.15 0.110
H -5.5913 -0.6171 -5.5560 -0.24 -0.06 -0.03 0.101
H -4.5273 -2.1827 -3.5942 0.02 -0.12 0.13 0.120
H 1.5930 -2.6515 -0.3426 0.01 -0.12 -0.04 0.119
H 0.7006 -2.4278 1.9671 0.06 -0.15 0.03 0.120
H 1.2011 -1.4181 4.5951 0.19 0.01 0.18 0.112
H 1.7772 -0.0620 5.5853 -0.06 -0.05 -0.03 0.132
H 2.4760 -0.5612 2.6473 0.06 -0.04 0.02 0.096
H 3.5697 -0.6774 4.0329 0.01 -0.07 -0.03 0.114
H 3.8212 1.5089 2.8259 0.04 0.04 0.07 0.111
H 3.2709 1.7390 4.4894 0.08 0.05 0.06 0.113
H 1.4933 1.7117 2.0081 0.02 0.07 -0.02 0.097
H 1.9202 3.1416 2.9578 -0.04 0.03 -0.06 0.114
H -0.3631 2.2067 3.5796 0.10 0.20 0.13 0.112
H 0.7809 2.2504 4.9361 -0.07 -0.02 -0.04 0.132